## i
Computed, not measured: an isolated ion of composition C9H11N4 and charge +1, with wB97M-V/def2-TZVPD.

## Properties
Molecular weight   175.22 g mol⁻¹
2S+1   1
Kohn-Sham gap (spin up / spin down)   0.25845 / 0.25076 Eh
HOMO energy (spin up / spin down)   -12.34 / -12.42 eV
Total charge   +1

Bonds (Å) are listed after each position.
Positions of all 24 atoms, in Å:
1 C -2.075 -2.072 -0.212  C2 1.498, H14 1.047, H15 1.193, H16 1.134
2 C -1.098 -0.948 -0.049  C1 1.498, C3 1.349, C12 1.578
3 C -1.180 0.398 -0.048  C2 1.349, C4 1.495, N5 1.488
4 C -2.317 1.297 -0.416  C3 1.495, H17 1.089, H18 1.115, H19 1.100
5 N 0.202 0.846 0.278  C3 1.488, C6 1.333, C13 1.480
6 C 0.843 1.996 0.073  N5 1.333, C7 1.383, H20 1.035
7 C 2.224 1.934 0.030  C6 1.383, N8 1.333, H21 1.022
8 N 2.941 0.814 -0.066  C7 1.333, C9 1.362, H22 1.021
9 C 2.448 -0.416 0.248  N8 1.362, N10 1.354, C13 1.649
10 N 2.395 -1.481 -0.587  C9 1.354, N11 1.227
11 N 1.278 -1.988 -0.561  N10 1.227, C12 1.438
12 C 0.299 -1.535 0.390  C2 1.578, N11 1.438, C13 1.530, H23 1.153
13 C 0.951 -0.257 0.922  N5 1.480, C9 1.649, C12 1.530, H24 1.098
14 H -1.579 -2.561 -0.993  C1 1.047
15 H -3.110 -1.715 -0.686  C1 1.193
16 H -2.425 -2.702 0.664  C1 1.134
17 H -2.622 1.326 -1.461  C4 1.089
18 H -2.225 2.254 0.149  C4 1.115
19 H -3.094 0.682 0.062  C4 1.100
20 H 0.392 2.885 -0.206  C6 1.035
21 H 2.803 2.769 -0.088  C7 1.022
22 H 3.871 0.881 -0.483  N8 1.021
23 H 0.134 -2.457 1.062  C12 1.153
24 H 0.944 0.051 1.976  C13 1.098

In elementary charge units, the Löwdin charges are:
1 C -0.0354
2 C -0.1550
3 C -0.1506
4 C 0.0091
5 N 0.0246
6 C 0.0211
7 C -0.0425
8 N 0.1278
9 C -0.1006
10 N 0.0920
11 N 0.0824
12 C -0.1906
13 C -0.0863
14 H 0.0638
15 H 0.1296
16 H 0.1192
17 H 0.1005
18 H 0.1059
19 H 0.0945
20 H 0.1274
21 H 0.1075
22 H 0.1918
23 H 0.1942
24 H 0.1698

---

## ii
Computed, not measured: an isolated ion of composition C9H11N4 and charge +1, with wB97M-V/def2-TZVPD.

## Properties
Molecular weight   175.22 g mol⁻¹
2S+1   1
Kohn-Sham gap (spin up / spin down)   0.25578 / 0.24418 Eh
HOMO energy (spin up / spin down)   -11.89 / -11.64 eV
Total charge   +1

Bonds (Å) are listed after each position.
Positions of all 24 atoms, in Å:
1 C 3.232 -1.316 0.409  C2 1.358, C3 1.398, H14 1.085
2 C 3.927 -0.149 0.409  C1 1.358, C4 1.422, H15 1.107
3 C 1.861 -1.294 0.135  C1 1.398, C5 1.393, H16 1.091
4 C 3.179 1.048 0.234  C2 1.422, N10 1.306, H17 1.083
5 C 1.175 -0.108 -0.114  C3 1.393, C8 1.388, N10 1.357
6 C -1.540 -1.816 -0.185  N11 1.327, H18 1.052
7 C -2.977 -0.120 0.728  N11 1.321, N12 1.295, H19 1.074
8 C -0.168 0.076 -0.411  C5 1.388, C9 1.537
9 C -0.963 1.287 0.101  C8 1.537, N12 1.517, N13 1.424, H20 1.109
10 N 1.894 1.037 0.003  C4 1.306, C5 1.357
11 N -2.701 -1.294 0.190  C6 1.327, C7 1.321, H21 1.024
12 N -2.155 0.859 0.937  C7 1.295, C9 1.517, H22 1.012
13 N -1.470 2.153 -0.910  C9 1.424, H23 1.026, H24 1.020
14 H 3.531 -2.274 0.822  C1 1.085
15 H 5.034 -0.148 0.393  C2 1.107
16 H 1.310 -2.221 0.300  C3 1.091
17 H 3.595 2.036 0.385  C4 1.083
18 H -1.609 -2.510 -0.973  C6 1.052
19 H -4.014 0.155 0.676  C7 1.074
20 H -0.197 1.952 0.549  C9 1.109
21 H -3.523 -1.884 0.026  N11 1.024
22 H -2.480 1.707 1.382  N12 1.012
23 H -1.051 3.067 -1.116  N13 1.026
24 H -1.496 1.668 -1.806  N13 1.020

In elementary charge units, the Löwdin charges are:
1 C -0.0567
2 C -0.0250
3 C -0.0069
4 C -0.0984
5 C -0.3349
6 C 0.1537
7 C -0.1157
8 C 0.1761
9 C -0.3603
10 N 0.0932
11 N -0.0142
12 N 0.1367
13 N 0.0709
14 H 0.1220
15 H 0.1280
16 H 0.1099
17 H 0.1173
18 H 0.0572
19 H 0.1638
20 H 0.1453
21 H 0.1758
22 H 0.1607
23 H 0.1100
24 H 0.0913

---

In terms of stability, i leads; the second structure lies 0.0726 hartree higher.

---

## i
Computed, not measured: a 2-piece molecular cluster, C3H3ClN2O overall, with wB97M-V/def2-TZVPD.

## Properties
Molecular weight   118.52 g mol⁻¹
2S+1   1
Kohn-Sham gap   0.37943 Eh
HOMO energy   -9.91 eV

Bonds (Å) are listed after each position.
Positions of all 10 atoms, in Å:
1 C 1.068 -1.803 -0.114  C3 1.500, O6 1.189, H8 1.102
2 C -0.972 0.144 -0.991  N4 1.139
3 C 0.602 -0.668 0.747  C1 1.500, N5 1.255, Cl7 1.785
4 N -1.908 0.683 -1.353  C2 1.139, H9 0.978
5 N 1.189 0.438 0.839  C3 1.255, H10 1.107
6 O 2.009 -2.469 0.178  C1 1.189
7 Cl -0.804 -1.081 1.767  C3 1.785
8 H 0.303 -1.944 -0.895  C1 1.102
9 H -2.844 0.917 -1.513  N4 0.978
10 H 1.010 1.117 1.695  N5 1.107

In elementary charge units, the Löwdin charges are:
1 C -0.3127
2 C -0.0352
3 C -0.8631
4 N 0.1463
5 N 0.0745
6 O 0.1027
7 Cl 0.6048
8 H 0.0894
9 H 0.0711
10 H 0.1223

---

## ii
Computed, not measured: one molecule with the formula C3H3ClN2O, with wB97M-V/def2-TZVPD.

## Properties
Molecular weight   118.52 g mol⁻¹
2S+1   1
Kohn-Sham gap (spin up / spin down)   0.28461 / 0.28465 Eh
HOMO energy (spin up / spin down)   -7.86 / -7.86 eV

Bonds (Å) are listed after each position.
Positions of all 10 atoms, in Å:
1 C 0.699 1.407 -0.007  C2 1.423, N4 1.294, H8 1.072
2 C -0.099 0.229 -0.036  C1 1.423, N5 1.283, H9 1.085
3 C 2.736 0.345 0.519  N4 1.218, Cl7 1.648
4 N 1.971 1.198 0.106  C1 1.294, C3 1.218
5 N 0.518 -0.889 0.086  C2 1.283, O6 1.393
6 O -0.306 -2.011 0.131  N5 1.393, H10 0.968
7 Cl 4.045 -0.411 -0.140  C3 1.648
8 H 0.315 2.407 -0.047  C1 1.072
9 H -1.177 0.302 -0.127  C2 1.085
10 H 0.307 -2.760 0.115  O6 0.968

In elementary charge units, the Löwdin charges are:
1 C -0.1421
2 C -0.1472
3 C -0.6117
4 N -0.0265
5 N -0.0265
6 O -0.0481
7 Cl 0.6807
8 H 0.1017
9 H 0.1230
10 H 0.0966

---

In terms of stability, i leads; the second structure lies 0.0494 hartree higher.

---

## i
Computed, not measured: a 2-piece molecular cluster, C6H14N5 overall, with wB97M-V/def2-TZVPD.

## Properties
Molecular weight   156.21 g mol⁻¹
2S+1   1
Kohn-Sham gap   0.29395 Eh
HOMO energy   -11.42 eV
Total charge   +1

Bonds (Å) are listed after each position.
Positions of all 25 atoms, in Å:
1 C 0.888 3.345 -1.049  N3 1.372, H11 1.081, H12 1.157, H13 1.111
2 C -1.088 2.106 -0.276  N3 1.388, N4 1.361, N5 1.371
3 N -0.458 3.219 -0.816  C1 1.372, C2 1.388, H6 1.110
4 N -0.279 1.281 0.445  C2 1.361, H7 0.991, H8 1.147
5 N -2.424 2.127 -0.580  C2 1.371, H9 1.030, H10 0.965
6 H -1.051 4.014 -1.314  N3 1.110
7 H 0.285 1.611 1.189  N4 0.991
8 H 0.261 0.365 0.016  N4 1.147
9 H -2.907 3.037 -0.592  N5 1.030
10 H -2.887 1.316 -0.334  N5 0.965
11 H 1.698 3.530 -0.358  C1 1.081
12 H 1.161 4.180 -1.802  C1 1.157
13 H 1.265 2.503 -1.667  C1 1.111
14 C -1.217 -2.466 -0.623  C16 1.471, H22 1.040, H23 1.003, H25 1.098
15 C 0.567 -3.269 0.825  C16 1.420, N18 1.377, H20 1.072
16 C 0.040 -2.177 0.086  C14 1.471, C15 1.420, N19 1.354
17 C 1.833 -1.493 0.893  N18 1.362, N19 1.302, H24 1.125
18 N 1.551 -2.647 1.560  C15 1.377, C17 1.362, H21 1.031
19 N 0.958 -1.189 -0.023  C16 1.354, C17 1.302
20 H 0.408 -4.320 0.970  C15 1.072
21 H 2.250 -3.299 1.947  N18 1.031
22 H -1.122 -3.041 -1.484  C14 1.040
23 H -1.847 -1.805 -1.038  C14 1.003
24 H 2.767 -0.916 1.136  C17 1.125
25 H -1.863 -2.993 0.092  C14 1.098

In elementary charge units, the Löwdin charges are:
1 C -0.1437
2 C -0.3334
3 N -0.0118
4 N 0.1319
5 N 0.1966
6 H 0.2145
7 H 0.0984
8 H 0.1250
9 H 0.1467
10 H 0.0868
11 H 0.0854
12 H 0.1294
13 H 0.1046
14 C -0.0380
15 C -0.0209
16 C -0.3216
17 C -0.2019
18 N 0.0558
19 N 0.0565
20 H 0.1275
21 H 0.1706
22 H 0.0695
23 H 0.0251
24 H 0.1469
25 H 0.1002

---

## ii
Computed, not measured: a 2-piece molecular cluster, C6H14N5 overall, with wB97M-V/def2-TZVPD.

## Properties
Molecular weight   156.21 g mol⁻¹
2S+1   1
Kohn-Sham gap   0.33184 Eh
HOMO energy   -11.83 eV
Total charge   +1

Bonds (Å) are listed after each position.
Positions of all 25 atoms, in Å:
1 C 2.352 -0.526 0.030  C3 1.492, H10 1.089, H11 1.092, H12 1.085
2 C -0.629 -1.759 1.561  N5 1.333, N6 1.350, H7 1.074
3 C 1.200 -1.335 0.523  C1 1.492, C4 1.369, N5 1.355
4 C 1.076 -2.699 0.491  C3 1.369, N6 1.384, H9 1.071
5 N 0.161 -0.758 1.174  C2 1.333, C3 1.355
6 N -0.117 -2.938 1.149  C2 1.350, C4 1.384, H8 1.008
7 H -1.591 -1.680 2.034  C2 1.074
8 H -0.624 -3.804 1.253  N6 1.008
9 H 1.558 -3.519 -0.001  C4 1.071
10 H 2.660 0.156 0.820  C1 1.089
11 H 2.081 -0.163 -0.963  C1 1.092
12 H 3.214 -1.176 -0.084  C1 1.085
13 C -1.116 2.127 1.128  N15 1.483, H23 1.096, H24 1.086, H25 1.082
14 C -0.699 1.321 -1.225  N15 1.317, N16 1.340, N17 1.338
15 N -0.702 2.250 -0.291  C13 1.483, C14 1.317, H18 1.009
16 N -0.045 1.569 -2.367  C14 1.340, H19 1.008, H20 1.009
17 N -1.491 0.245 -1.164  C14 1.338, H21 1.014, H22 1.000
18 H -0.521 3.210 -0.538  N15 1.009
19 H 0.188 2.511 -2.644  N16 1.008
20 H 0.082 0.875 -3.088  N16 1.009
21 H -1.858 0.033 -0.244  N17 1.014
22 H -1.522 -0.417 -1.913  N17 1.000
23 H -2.175 2.370 1.274  C13 1.096
24 H -0.625 2.969 1.605  C13 1.086
25 H -0.856 1.137 1.481  C13 1.082

In elementary charge units, the Löwdin charges are:
1 C -0.0319
2 C -0.1835
3 C -0.3823
4 C -0.0289
5 N 0.0583
6 N 0.0528
7 H 0.1218
8 H 0.1560
9 H 0.1207
10 H 0.0866
11 H 0.0639
12 H 0.0781
13 C -0.0244
14 C -0.4518
15 N 0.0507
16 N 0.1943
17 N 0.2289
18 H 0.1558
19 H 0.1306
20 H 0.1290
21 H 0.1094
22 H 0.1303
23 H 0.0935
24 H 0.0957
25 H 0.0463

---

In terms of stability, ii leads; the second structure lies 0.1118 hartree higher.

---

## i
Computed, not measured: one molecule with the formula CH5N2OP, with wB97M-V/def2-TZVPD.

## Properties
Molecular weight   92.04 g mol⁻¹
2S+1   1
Kohn-Sham gap   0.31322 Eh
HOMO energy   -9.26 eV

Bonds (Å) are listed after each position.
Positions of all 10 atoms, in Å:
1 N -1.172 0.519 -0.073  N2 1.415, H6 1.016, H7 1.025
2 N 0.177 0.940 -0.016  N1 1.415, C3 1.447, H8 1.017
3 C 1.156 -0.125 -0.068  N2 1.447, P4 1.894, H9 1.110, H10 1.100
4 P 2.930 0.538 -0.011  C3 1.894, O5 1.457
5 O 3.760 -0.660 0.001  P4 1.457
6 H -1.393 0.278 -1.035  N1 1.016
7 H -1.349 -0.303 0.512  N1 1.025
8 H 0.288 1.492 0.831  N2 1.017
9 H 1.045 -0.886 0.732  C3 1.110
10 H 1.051 -0.651 -1.028  C3 1.100

In elementary charge units, the Löwdin charges are:
1 N -0.0392
2 N -0.2486
3 C -0.4530
4 P 0.8588
5 O -0.4998
6 H 0.0688
7 H 0.0678
8 H 0.0890
9 H 0.0779
10 H 0.0782

---

## ii
Computed, not measured: one molecule with the formula CH5N2OP, with wB97M-V/def2-TZVPD.

## Properties
Molecular weight   92.04 g mol⁻¹
2S+1   1
Kohn-Sham gap   0.37317 Eh
HOMO energy   -9.50 eV

Bonds (Å) are listed after each position.
Positions of all 10 atoms, in Å:
1 N 0.606 0.220 -1.609  C2 1.310, H6 0.955, H7 1.001
2 C -0.210 0.426 -0.605  N1 1.310, O3 1.213, N4 1.474
3 O -1.347 0.829 -0.729  C2 1.213
4 N 0.380 -0.058 0.656  C2 1.474, P5 1.760, H8 1.036
5 P -0.583 -0.225 2.120  N4 1.760, H9 1.411, H10 1.404
6 H 1.302 -0.427 -1.516  N1 0.955
7 H 0.184 0.490 -2.476  N1 1.001
8 H 1.064 -0.806 0.444  N4 1.036
9 H -1.925 -0.083 1.708  P5 1.411
10 H -0.662 1.084 2.624  P5 1.404

In elementary charge units, the Löwdin charges are:
1 N 0.1685
2 C -0.6815
3 O 0.0268
4 N -0.2693
5 P 0.7555
6 H 0.0682
7 H 0.1224
8 H 0.0668
9 H -0.1221
10 H -0.1352

---

In terms of stability, ii leads; the second structure lies 0.0575 hartree higher.